Record 1
Entry from the OMol25 dataset: one molecule with the formula C7H10 (wB97M-V/def2-TZVPD).

Each line ends with the Löwdin charge.
Positions of all 17 atoms, in Å:
C  1.34  -0.52  0.24  -0.29
C  -2.14  2.04  0.67  0.11
C  -1.85  0.87  0.62  -0.19
C  0.19  0.15  -0.41  0.01
C  -1.82  -0.57  0.32  -0.20
C  2.55  0.35  -0.12  -0.13
C  -0.86  -0.77  -0.89  -0.23
H  -2.30  3.09  0.59  0.03
H  3.49  -0.15  0.09  0.07
H  1.47  -1.56  -0.11  0.10
H  -1.37  -0.37  -1.78  0.11
H  1.23  -0.58  1.34  0.13
H  -2.84  -0.85  0.07  0.12
H  -0.59  -1.83  -1.05  0.11
H  -1.50  -1.19  1.17  0.12
H  2.50  1.30  0.42  0.08
H  2.50  0.59  -1.18  0.07

Results
* energy above the lowest of the compared OMol25 structures with the same formula, charge and spin: 136.57 kcal/mol
* F_max: 0.96 eV/A
* HOMO-LUMO gap: 0.28836 Ha
* HOMO: -7.703 eV
* E_tot: -7415.11256 eV


Record 2
Entry from the OMol25 dataset: one molecule with the formula C3H6S2 in a non-equilibrium geometry (wB97M-V/def2-TZVPD).

Each line ends with the Löwdin charge.
Positions of all 11 atoms, in Å:
S  -1.10  1.51  0.03  0.74
S  1.26  0.02  2.17  0.65
C  -0.10  -0.51  1.43  -0.65
C  0.48  -0.40  -1.24  -0.13
C  -0.46  -0.13  -0.01  -0.86
H  1.17  -1.24  -1.07  0.07
H  -0.14  -0.53  -2.21  0.10
H  1.13  0.58  -1.31  0.09
H  -0.85  -0.94  2.06  0.03
H  -1.42  -0.56  -0.31  0.06
H  0.03  2.21  0.46  -0.09

Results
* energy above the lowest of the compared OMol25 structures with the same formula, charge and spin: 32.46 kcal/mol
* F_max: 2.53 eV/A
* HOMO-LUMO gap: 0.30695 Ha
* HOMO: -8.893 eV
* E_tot: -24877.30055 eV


Record 3
Entry from the OMol25 dataset: a 11-piece molecular cluster, H22O11 overall (wB97M-V/def2-TZVPD).

Each line ends with the Löwdin charge.
Positions of all 33 atoms, in Å:
O  1.99  3.52  2.14  -0.06
O  -0.45  -1.14  -0.63  -0.05
O  -1.89  1.92  4.71  -0.06
O  -2.20  0.81  -6.07  -0.05
O  5.26  1.03  -0.24  -0.05
O  3.34  -3.47  -1.56  -0.05
O  2.10  -3.54  3.52  -0.06
O  -3.52  -5.81  -3.03  -0.05
O  -1.68  -2.72  6.09  -0.05
O  0.57  3.14  -2.61  -0.06
O  -3.22  5.60  -2.52  -0.05
H  1.62  3.21  2.97  0.03
H  -2.53  1.79  4.01  0.03
H  -4.13  -6.16  -3.69  0.03
H  3.02  -3.44  3.27  0.03
H  0.95  3.66  -3.32  0.03
H  2.46  -3.14  -1.34  0.02
H  -2.54  4.94  -2.37  0.02
H  4.80  0.21  -0.06  0.03
H  -3.96  5.10  -2.85  0.03
H  -1.11  -3.00  5.37  0.02
H  -1.78  -1.77  5.97  0.03
H  2.13  -4.11  4.29  0.03
H  -0.28  -0.23  -0.87  0.03
H  -1.52  0.99  -5.42  0.03
H  -3.48  -4.87  -3.22  0.03
H  4.62  1.72  -0.05  0.02
H  -2.16  2.75  5.13  0.03
H  2.15  4.46  2.29  0.03
H  -0.46  -1.14  0.33  0.03
H  3.32  -3.59  -2.51  0.03
H  1.08  3.37  -1.84  0.03
H  -2.49  -0.08  -5.87  0.03

Results
* energy above the lowest of the compared OMol25 structures with the same formula, charge and spin: 61.37 kcal/mol
* F_max: 0.32 eV/A
* HOMO-LUMO gap: 0.41720 Ha
* HOMO: -11.481 eV
* E_tot: -22878.85250 eV